ORCA calculation (ωB97M-V/def2-TZVPD) on a molecular structure, C28H35F3IrN4P2 in a non-equilibrium geometry.

Atoms and positions in Å:
1 Ir 0.6032 -0.7737 2.3654
2 C 0.6499 -3.1446 1.2612
3 C -0.3426 -2.0163 1.2079
4 C -1.7229 -2.4971 1.6956
5 C -1.9605 -2.0599 3.1460
6 C -0.8330 -1.1809 3.6693
7 C 0.4988 -1.6665 4.0658
8 C 0.8755 -3.1303 3.9913
9 C 0.8471 -3.8759 2.6428
10 C -0.1537 1.0967 2.3227
11 H 0.2500 -3.9540 0.6135
12 H -0.4532 -1.7353 0.1437
13 H -1.8502 -3.5856 1.5521
14 H -2.4711 -2.0131 1.0606
15 H -2.9017 -1.4932 3.2357
16 H -2.0946 -2.9315 3.7955
17 H -1.2040 -0.3273 4.2440
18 H 0.9392 -1.0829 4.8892
19 H 0.2602 -3.6621 4.7333
20 H 1.9024 -3.1604 4.3821
21 H 1.7705 -4.4699 2.6192
22 H 0.0606 -4.6364 2.7380
23 H 0.5127 1.7363 2.9191
24 H -1.1551 1.1528 2.7724
25 H -0.1972 1.5223 1.3055
26 P -1.5676 1.3917 -1.3577
27 P 1.3057 -0.3588 -1.0117
28 N -3.2748 1.2087 -1.2024
29 N -1.6025 3.1266 -1.6517
30 N 2.0189 -1.9515 -0.7015
31 N 2.4121 0.9787 -1.9254
32 C -1.0726 0.1503 -2.6378
33 C 0.2310 -0.7198 -2.4422
34 C -3.9741 1.7681 -0.1059
35 C -5.2517 2.0751 -0.5189
36 C -5.3849 1.6812 -1.8915
37 C -4.1613 1.1775 -2.3017
38 C -1.3223 4.1173 -0.6772
39 C -1.1241 5.3329 -1.3280
40 C -1.2833 5.0934 -2.7475
41 C -1.5758 3.7358 -2.9087
42 C 2.0049 -2.7040 0.6512
43 C 3.1052 -3.6749 0.4363
44 C 3.8737 -3.2681 -0.6318
45 C 3.1897 -2.2677 -1.3241
46 C 3.4753 0.8945 -2.8060
47 C 3.6089 2.1006 -3.5033
48 C 2.6053 2.9834 -3.0074
49 C 1.9168 2.2789 -2.0148
50 H -1.0211 0.6858 -3.5972
51 H -1.9093 -0.5621 -2.7010
52 H -0.0125 -1.7969 -2.3579
53 H 0.9063 -0.6172 -3.3103
54 H -3.4666 1.8348 0.8417
55 H -6.0242 2.5388 0.0740
56 H -6.2761 1.7496 -2.5066
57 H -3.8352 0.7392 -3.2254
58 H -1.3293 3.8591 0.3660
59 H -0.8736 6.2703 -0.8645
60 H -1.1751 5.8246 -3.5236
61 H -1.8091 3.1538 -3.7779
62 H 2.3758 -1.9525 1.3856
63 H 3.2650 -4.5146 1.1025
64 H 4.8554 -3.6049 -0.9142
65 H 3.4543 -1.7882 -2.2476
66 H 4.0853 0.0052 -2.8481
67 H 4.3332 2.3061 -4.2773
68 H 2.3922 3.9945 -3.3169
69 H 1.1314 2.6185 -1.3626
70 F 3.0520 0.3982 3.0635
71 C 2.3689 0.2881 1.8680
72 F 2.2359 1.5716 1.3869
73 F 3.2940 -0.2629 0.9807

Summary:
2S+1 = 6
Highest occupied orbital energy (alpha / beta) = -11.8 / -13.3 eV
Expectation value of S² = 8.770
Lowest unoccupied orbital energy (alpha / beta) = -6.9 / -9.3 eV
Total charge = +2
Relative energy (zero: lowest compared OMol25 entry of this formula, charge and spin) = 3.3 kcal per mole
Gap between HOMO and LUMO (alpha / beta) = 4.9 / 4.0 eV



ORCA calculation (ωB97M-V/def2-TZVPD) on a molecular structure, C28H35MoN3O4P2 in a non-equilibrium geometry.

Atoms and positions in Å:
1 C -1.8342 4.0834 -2.4353
2 C -0.9102 3.1587 -1.9202
3 C -0.9092 2.8602 -0.5104
4 C -2.2259 2.9042 0.0479
5 C -3.2698 3.6555 -0.5725
6 C -3.0688 4.2650 -1.7997
7 C -2.3850 2.0492 1.1431
8 C -1.3626 2.2713 2.1169
9 C -0.0110 2.4098 1.6279
10 C 1.0053 3.0610 2.3821
11 C 0.6493 3.5971 3.6134
12 C -0.6053 3.3341 4.1750
13 C -1.5725 2.6355 3.4691
14 H -1.6331 4.5595 -3.3931
15 H -4.2280 3.7457 -0.0477
16 H -3.8602 4.8435 -2.2974
17 H -3.3933 1.7477 1.4396
18 H 1.3792 4.1994 4.1617
19 H -0.8108 3.6986 5.1763
20 H -2.5392 2.4098 3.9221
21 N 0.1200 2.1979 0.1996
22 Mo 1.0556 0.5326 0.5422
23 C -0.3319 2.0935 -2.7582
24 H 0.7571 1.9899 -2.6392
25 H -0.5820 2.1458 -3.8237
26 C 2.4369 3.0569 1.8752
27 H 2.5458 3.5739 0.9113
28 H 3.1535 3.4743 2.5996
29 P -1.1844 0.5317 -2.0231
30 P 2.9173 1.2861 1.5955
31 C 3.2940 0.7335 3.2753
32 H 3.3902 -0.3592 3.2477
33 H 4.2367 1.1965 3.5984
34 H 2.4902 1.0115 3.9656
35 C 4.4983 1.1796 0.7417
36 H 5.2885 1.6488 1.3439
37 H 4.7096 0.1100 0.5937
38 H 4.4330 1.6622 -0.2418
39 C -2.1601 -0.1123 -3.4219
40 H -1.5324 -0.2150 -4.3159
41 H -2.5701 -1.0873 -3.1217
42 H -2.9955 0.5754 -3.6066
43 C 0.4599 -0.3311 -2.3365
44 H 0.3896 -1.3863 -2.0687
45 H 0.6745 -0.2673 -3.4196
46 H 1.3244 0.1084 -1.7741
47 C 0.0115 -0.3352 1.9876
48 O -0.6632 -0.8433 2.8057
49 H -2.4753 0.9191 -1.2028
50 C -0.0837 -3.6252 -3.0743
51 C -0.7640 -4.1855 -1.8438
52 C -0.0808 -3.8940 -0.4770
53 C -0.8395 -4.5870 0.6788
54 C -2.3455 -4.3773 0.6323
55 C 1.3712 -4.3689 -0.4909
56 O 1.8093 -5.2400 -1.2295
57 N 2.1758 -3.7454 0.4711
58 C 2.1945 -2.3583 0.6463
59 O 3.1583 -1.7816 1.1623
60 N 1.0547 -1.7113 0.2305
61 C -0.0868 -2.3840 -0.1434
62 O -1.1619 -1.7606 -0.2487
63 H -0.2552 -2.5541 -3.1852
64 H -0.4973 -4.0882 -3.9769
65 H 0.9924 -3.8266 -3.0649
66 H -1.7975 -3.8133 -1.8029
67 H -0.8190 -5.2785 -1.9370
68 H -0.6029 -5.6600 0.6621
69 H -0.4418 -4.1833 1.6180
70 H -2.8176 -5.0510 -0.0912
71 H -2.7772 -4.5800 1.6194
72 H -2.5626 -3.3390 0.3592
73 H 3.0707 -4.1870 0.6575

Summary:
2S+1 = 3
Highest occupied orbital energy (alpha / beta) = -13.4 / -14.4 eV
Expectation value of S² = 2.099
Lowest unoccupied orbital energy (alpha / beta) = -7.7 / -7.8 eV
Total charge = +2
Relative energy (zero: lowest compared OMol25 entry of this formula, charge and spin) = 101.2 kcal per mole
Gap between HOMO and LUMO (alpha / beta) = 5.8 / 6.5 eV



ORCA calculation (ωB97M-V/def2-TZVPD) on a molecular structure, C28H35N2ReS in a non-equilibrium geometry.

Atoms and positions in Å:
1 C 1.2368 -2.4406 0.8266
2 C 1.6331 -1.5699 -0.2426
3 C 0.6872 -1.7150 -1.3113
4 C -0.2849 -2.6911 -0.9148
5 C 0.0534 -3.1405 0.4072
6 Re -0.3016 -1.1075 0.4273
7 C -3.8911 0.8572 -0.9119
8 C -3.0912 0.4074 0.1237
9 H -2.5476 1.1818 0.6383
10 C -2.6037 -0.9240 0.3890
11 H -2.8978 -1.6856 -0.3283
12 H -2.7815 -1.2299 1.4131
13 C -3.7808 2.3755 -1.0868
14 H -2.9736 2.7109 -0.4440
15 H -3.4548 2.6111 -2.0956
16 H -4.6182 3.0417 -0.8606
17 C -3.3858 0.2242 -2.2345
18 H -2.3749 -0.1475 -2.0018
19 H -3.9134 -0.6214 -2.6958
20 H -3.2386 0.9959 -3.0056
21 C 2.8890 -0.7608 -0.3018
22 H 3.1520 -0.3696 0.6873
23 H 3.7380 -1.3742 -0.6476
24 H 2.7796 0.0974 -0.9764
25 C 0.8546 -1.1065 -2.6671
26 H 1.1491 -0.0549 -2.5907
27 H 1.6412 -1.6272 -3.2352
28 H -0.0724 -1.1646 -3.2446
29 C -1.3669 -3.2718 -1.7723
30 H -1.4518 -2.7279 -2.7170
31 H -1.1572 -4.3273 -1.9948
32 H -2.3425 -3.2487 -1.2793
33 C -0.6837 -4.1558 1.2220
34 H -1.5693 -4.5140 0.6868
35 H -0.0355 -5.0122 1.4531
36 H -1.0121 -3.7452 2.1871
37 C 1.9359 -2.5948 2.1416
38 H 1.2274 -2.8477 2.9410
39 H 2.6889 -3.3962 2.0984
40 H 2.4539 -1.6685 2.4203
41 C 2.1002 2.3469 -1.5058
42 C 0.7007 2.5277 -1.9737
43 C 3.2251 2.8425 -2.1235
44 C 0.7012 2.5188 -3.3935
45 H -0.3648 2.6277 -1.6426
46 C 3.1079 2.9551 -3.5515
47 H 4.1239 3.0864 -1.6096
48 C 1.8722 2.6773 -4.1635
49 H -0.3009 2.3083 -3.8740
50 H 3.9677 3.3007 -4.1587
51 H 1.7607 2.6600 -5.2696
52 N -2.0759 -1.2110 3.4830
53 C -1.2012 -0.1871 3.3725
54 N -0.4012 0.1151 2.3434
55 C 0.4900 1.1686 2.6639
56 C 1.5253 1.7158 1.8825
57 C 2.3881 2.6469 2.4749
58 C 2.1241 3.1714 3.7473
59 C 1.0425 2.6914 4.4958
60 C 0.2680 1.6637 3.9679
61 S -1.0752 0.8726 4.7763
62 H -2.6799 -1.2147 4.2909
63 H -2.0225 -2.0444 2.8948
64 H 1.6435 1.4635 0.8235
65 H 3.2641 2.9861 1.9186
66 H 2.7486 3.9666 4.1549
67 H 0.7787 3.0820 5.4733

Summary:
2S+1 = 4
Highest occupied orbital energy (alpha / beta) = -10.1 / -10.0 eV
Expectation value of S² = 3.774
Lowest unoccupied orbital energy (alpha / beta) = -3.2 / -4.2 eV
Total charge = +1
Relative energy (zero: lowest compared OMol25 entry of this formula, charge and spin) = 136.4 kcal per mole
Gap between HOMO and LUMO (alpha / beta) = 6.9 / 5.9 eV



Question: Look up the expectation value of S² of the first one.
Answer: 8.770